1.
Here is C25H44Cl3I2N5O7PS2 as an isolated structure from the OMol25 dataset. Energies are from ωB97M-V/def2-TZVPD.

Calculated values
Total energy, Ha: -4892.407533
HOMO, eV: -10.716
F_max, eV Å⁻¹: 7.29
LUMO energy, eV: -4.516
Orbital gap, eV: 6.200

```
! RIJCOSX wB97M-V def2-TZVPD def2/J DEFGRID3
* xyz 1 1
C -2.1140 4.6212 2.4088
C -1.6312 3.4970 1.9070
C -1.0474 2.0831 1.3191
S 0.1844 1.5145 2.6238
C 1.9360 1.8590 2.1736
C 3.0180 0.7798 2.7576
O 3.2194 0.6541 4.0088
O 3.7608 0.0269 1.7701
C 4.9582 -0.5712 2.3578
C 5.6632 -1.4494 1.1567
C 6.6909 -0.4520 0.3619
O 4.6824 -2.0337 0.2397
C 5.2294 -3.1903 -0.4308
O 6.2911 -3.1680 -1.1536
C 4.4815 -4.6499 -0.3432
S 4.8423 -5.5785 -1.9572
N -0.4847 2.4088 0.0026
C 0.3143 3.6522 -0.1086
C -0.4543 4.8772 -0.8918
N 0.0650 6.2214 -0.4492
C -0.0174 1.3029 -0.8351
Cl -0.1081 1.8754 -2.6307
C -0.6920 -0.1794 -0.5989
C 0.6038 -1.1060 -0.2901
I 1.8490 -1.2574 -2.1415
C 0.5616 -2.5460 0.3009
C -0.7287 -3.4364 0.4848
I 1.4346 -2.4541 2.3606
P -1.1783 -0.6525 -2.4378
N -2.7633 0.0788 -2.8883
O -1.4371 -2.3448 -2.6087
N -1.8090 -0.2557 0.3889
Cl -3.1448 -1.3122 -0.0779
C -2.2647 0.9814 1.1118
C -3.6049 1.6957 0.5871
C -3.5102 2.5704 -0.7665
C -4.8777 2.3393 -1.6537
C -4.7337 2.8938 -3.1738
N -6.1063 2.7615 -3.8274
C -2.6327 0.5514 2.6637
C -4.1293 0.0008 2.8808
O -4.4134 -1.2532 2.8616
Cl -5.5984 1.0841 3.2624
H -2.3198 5.7189 2.6589
H 2.2356 2.8698 2.6770
H 2.1763 1.9856 1.0578
H 4.6683 -1.3014 3.1961
H 5.7185 0.2334 2.6603
H 6.2793 -2.2804 1.6693
H 7.4881 -1.0923 -0.1962
H 7.2690 0.2487 1.0686
H 6.0651 0.1638 -0.3980
H 3.3426 -4.5454 -0.2381
H 4.9249 -5.2985 0.5072
H 3.6429 -5.7409 -2.6723
H 0.8103 4.0219 0.8829
H 1.2483 3.4481 -0.7872
H -0.4634 4.7360 -2.0340
H -1.5542 4.8187 -0.5137
H -0.5180 6.9165 -0.9617
H -0.2050 6.3597 0.5543
H 1.1444 1.2952 -0.6946
H 1.2828 -0.4799 0.4279
H 1.3502 -3.2149 -0.2455
H -0.3938 -4.4648 0.9275
H -1.4091 -2.9825 1.3219
H -1.3598 -3.6912 -0.4361
H -3.3136 -0.6750 -3.3597
H -2.4975 0.7091 -3.6833
H -2.4021 -2.5641 -2.7612
H -1.3879 -0.8443 1.1607
H -4.5147 0.9881 0.3949
H -4.0410 2.4264 1.3902
H -2.6441 2.3072 -1.4690
H -3.4822 3.7203 -0.5647
H -4.9603 1.1768 -1.7536
H -5.8020 2.7340 -1.0962
H -4.4098 4.0016 -3.2041
H -4.0287 2.2561 -3.8309
H -6.3233 1.7377 -3.8806
H -6.7830 3.1342 -3.1371
H -1.9401 -0.2493 3.1071
H -2.5502 1.4577 3.3972
C 1.6387 -7.1950 -0.6451
O 1.4681 -6.2211 0.3710
H 1.9706 -6.6987 -1.5573
H 2.3941 -7.9191 -0.3314
H 0.6903 -7.7036 -0.8347
H 1.1745 -6.6865 1.1670
*
```


2.
Here is C25H44ClF5IrN4P as an isolated structure from the OMol25 dataset. Energies are from ωB97M-V/def2-TZVPD.

Calculated values
Total energy, Ha: -2603.048211
HOMO (spin up / spin down), eV: -5.361 / -7.585
F_max, eV Å⁻¹: 2.55
LUMO energy (spin up / spin down), eV: 0.455 / 0.224
Orbital gap (spin up / spin down), eV: 5.816 / 7.808
<S²>: 6.0138

```
! RIJCOSX wB97M-V def2-TZVPD def2/J DEFGRID3
* xyz 0 5
Ir 0.7272 -1.3137 -0.1672
C 1.1774 -4.6144 1.2447
C 1.5097 -3.5052 2.2485
N 0.6403 -2.3486 2.1066
C -0.7391 -2.5599 2.5291
C -1.7408 -2.1032 1.4784
N -1.3832 -2.4975 0.1112
C -1.4539 -3.9142 -0.1808
C -0.2064 -4.4980 -0.8167
N 0.9987 -4.0813 -0.1096
H 1.9629 -5.3806 1.3038
H 0.2528 -5.0767 1.5495
H 1.4516 -3.9564 3.2526
H 2.5415 -3.1972 2.1020
H 1.0752 -1.5653 2.5942
H -0.8859 -3.6171 2.7627
H -0.9908 -2.0394 3.4622
H -2.7085 -2.5023 1.7673
H -1.7899 -1.0238 1.5135
H -1.8963 -1.9413 -0.5552
H -1.7148 -4.4456 0.7344
H -2.2556 -4.1514 -0.8914
H -0.3429 -5.5908 -0.8498
H -0.0879 -4.1263 -1.8409
H 1.8217 -4.0673 -0.6899
F 2.9158 -2.3834 -2.4485
C 1.8437 -1.8649 -3.0771
C 0.7125 -1.5901 -2.3513
C -0.3549 -1.1495 -3.1079
F -1.5444 -0.8850 -2.4827
C -0.3253 -0.9412 -4.4611
F -1.3971 -0.5253 -5.1417
C 0.8410 -1.2291 -5.1398
F 0.9060 -1.0078 -6.4532
C 1.9533 -1.7118 -4.4289
F 3.1095 -1.9904 -5.0820
Cl 3.6122 -0.7480 1.7086
C 2.9300 -1.2954 0.1389
H 3.4432 -2.2378 -0.0985
H 3.2842 -0.6037 -0.6151
C 0.5575 4.3403 -0.8654
C 0.9034 2.8527 -0.6612
C 2.3252 2.7334 -0.0683
C 1.0125 2.1668 -2.0483
P -0.3389 1.8981 0.3774
N -0.1538 0.3108 0.1877
C -0.1064 2.3300 2.1805
C 1.1120 1.5509 2.6948
C 0.0891 3.8057 2.5168
C -1.2878 1.7717 3.0016
C -2.0719 2.3148 -0.2049
C -2.1796 2.3336 -1.7292
C -2.6725 3.6251 0.3371
C -2.9915 1.1415 0.2477
H 1.4168 4.8176 -1.3363
H 0.3761 4.9182 0.0664
H -0.2946 4.4700 -1.5459
H 3.0184 3.1315 -0.7884
H 2.5753 1.7023 0.1505
H 2.5180 3.3040 0.8461
H 1.7064 2.7971 -2.6222
H 0.1091 2.0298 -2.6322
H 1.4769 1.1917 -1.9490
H 2.0408 1.8566 2.2779
H 1.0287 0.4789 2.5461
H 1.2241 1.7142 3.7849
H 1.0497 4.1605 2.1847
H 0.1425 3.8669 3.6023
H -0.7051 4.4643 2.1388
H -1.3576 0.6838 2.8642
H -2.2646 2.2302 2.7788
H -1.0562 1.9056 4.0648
H -1.7158 3.1869 -2.2236
H -3.2484 2.4105 -1.9793
H -1.7954 1.4059 -2.1735
H -2.1060 4.5021 0.0667
H -2.8089 3.6054 1.4109
H -3.6492 3.7333 -0.1288
H -2.7941 0.2423 -0.3601
H -4.0305 1.4457 0.0572
H -2.9465 0.8503 1.3136
*
```